{"formula": "C5H11NO", "method": "ωB97M-V/def2-TZVPD", "gap_ha": 0.196, "de_lowest_ev": 8.954, "energy_ev": -8892.7438, "species": ["C", "C", "C", "C", "C", "N", "O", "H", "H", "H", "H", "H", "H", "H", "H", "H", "H", "H"], "xyz": [[-0.331659, 2.514320, -0.175657], [0.482218, 1.219018, 0.113444], [-0.047135, 0.169483, -0.850507], [-0.703234, -0.990678, -0.049961], [0.256443, -2.214472, 0.187682], [-0.153541, -3.049507, 1.145319], [1.044882, -2.434738, -0.790805], [-1.479064, 2.467100, -0.012859], [0.218970, 3.421076, 0.246857], [-0.426965, 2.615039, -1.243092], [0.234293, 1.025366, 1.165719], [1.616771, 1.273284, 0.001550], [0.681968, -0.220130, -1.531364], [-0.937044, 0.675406, -1.363844], [-1.690402, -1.389224, -0.456545], [-0.876889, -0.802346, 1.104127], [1.419785, -0.893663, 0.899930], [0.690601, -3.385335, 1.610006]], "forces_ev_per_a": [[0.188, 1.137, 0.108], [0.388, 0.720, -0.153], [-3.193, -0.195, 1.184], [-0.726, -0.872, 1.657], [-0.045, 2.362, -3.149], [1.553, 0.909, 1.790], [-0.240, -0.636, 1.640], [1.991, -0.149, 1.002], [-1.350, -0.986, -0.408], [0.822, 0.440, -0.724], [0.363, -0.611, -0.011], [-1.493, 0.718, 0.188], [0.190, -0.075, -0.510], [1.517, -0.966, 0.031], [1.402, 0.405, 0.232], [-0.261, 0.363, -2.427], [-1.083, -1.424, 0.101], [-0.023, -1.141, -0.550]], "lowdin_charge": [-0.130, -0.304, -0.236, -0.161, -0.683, 0.175, 0.004, 0.110, 0.090, 0.043, 0.090, 0.121, 0.099, 0.117, 0.130, 0.126, 0.364, 0.046]}